Here is a cluster of 7 separate species, C59H136F5N3O9P3S3 in total from the Open Molecules 2025 dataset. Energies are from ωB97M-V with the def2-TZVPD basis set.

Calculated values
**E_LUMO**: -5.38 eV
**Charge**: +3
**Maximum force**: 13.2 eV/A
**Kohn-Sham gap**: 7.45 eV
**E**: -160220.600 eV

Geometry (Å):
H 14.39250 16.18604 12.89045
H 21.76735 16.39642 17.29378
H 16.07392 14.20504 15.83337
H 19.29519 18.98092 16.66352
H 22.88392 17.73784 17.54513
F 11.74386 11.12182 19.19040
C 10.66817 19.79676 17.81922
C 14.41156 16.11184 13.97776
C 12.11055 20.70194 12.57790
H 11.47071 21.03994 9.93511
C 9.55875 19.98974 9.74118
H 16.07281 14.22948 23.52669
H 16.23934 24.53132 16.43924
H 11.15208 22.29034 23.03312
H 9.59352 18.93148 10.00003
H 10.41228 13.19328 20.48242
O 14.99195 12.61128 20.55212
H 9.08139 12.91194 19.31153
C 18.93218 21.18584 16.57427
C 18.55927 19.74236 16.40519
H 13.40227 24.02312 18.73931
H 18.47661 18.26165 21.77057
H 10.84103 15.93860 18.27658
C 15.34639 24.06270 16.02554
C 19.30680 20.10483 21.37983
H 13.32715 21.92234 16.14945
H 14.54982 24.25912 16.74318
H 13.40350 17.65404 23.06456
C 13.12524 18.66032 22.75139
H 8.57777 20.41856 9.94585
H 22.05450 10.07766 16.46758
H 18.78061 14.28240 23.91524
H 19.59776 13.21204 21.71508
C 12.84919 19.39704 24.09523
H 22.08494 13.77916 17.63967
H 12.41291 15.34092 14.23157
H 19.86292 23.44060 17.89062
C 14.06175 22.04782 15.35402
C 19.52941 21.47826 21.99831
C 18.90357 21.56466 18.03455
C 14.15925 17.51738 14.48178
H 20.40401 21.47504 22.64882
C 9.41153 13.49376 20.17209
H 15.92424 22.10958 16.51656
C 13.43561 15.08274 14.50639
H 14.71273 19.93774 15.45013
C 21.46234 12.89056 17.74388
C 11.16955 19.90434 19.26164
H 17.12701 22.15622 21.03859
H 10.62948 16.66398 22.49188
C 15.70175 13.34536 16.39063
O 15.18287 18.44804 17.56708
H 12.32416 23.03124 19.92541
H 15.12797 18.01252 14.41465
H 16.95474 23.72700 21.52638
H 10.45250 19.72688 15.00316
F 15.54334 20.05966 19.20108
H 14.96980 20.59798 13.94266
H 22.89996 16.35612 18.65294
S 14.70947 16.42547 19.51071
H 18.20566 21.76646 16.00580
H 17.05792 11.99410 15.56398
H 10.58469 16.82004 20.22548
C 13.58496 21.83620 23.71897
C 11.72366 21.34178 25.26810
H 11.63181 22.41986 25.40011
C 20.74604 25.72228 20.22775
H 18.10502 23.69390 17.85918
H 11.82475 19.08480 19.55690
H 12.96887 20.71074 11.90611
H 14.41257 21.52232 24.35508
C 16.70492 14.94648 24.05059
H 7.80071 15.00368 18.54806
H 14.70657 21.89844 20.50188
C 17.80507 12.91566 18.88064
H 21.25348 25.46884 19.29696
C 21.08174 27.16300 20.63325
O 15.82822 15.70044 18.98659
H 19.81473 21.12758 18.44301
H 14.82394 12.91142 15.91182
H 20.91282 10.12868 17.91962
N 12.38203 20.89613 23.98617
H 10.52093 20.58198 22.82996
H 20.64063 27.32220 21.61721
C 22.52911 11.77522 17.68263
H 20.26883 14.77470 21.56631
H 9.30865 15.40094 22.49618
C 13.28509 23.19426 19.43741
H 11.97148 21.19520 21.90780
H 13.18857 18.05892 12.62542
H 13.35611 15.10040 15.59334
H 13.66172 19.24551 24.80581
H 12.00811 17.58870 13.84757
H 18.86247 12.04036 17.14323
H 11.15885 18.99534 11.62043
H 10.06737 21.72342 10.72065
H 20.78868 29.20714 19.85823
P 12.69252 19.83633 14.12654
H 17.26793 14.21190 21.69861
H 20.41453 18.22094 18.18841
O 14.26512 19.25352 22.18094
H 13.23096 22.41760 18.67454
S 15.71709 18.43542 18.91691
C 21.89915 10.34956 17.51163
H 21.45740 18.30356 19.64076
O 17.15653 18.27070 19.04274
H 13.31963 22.86998 23.94038
H 11.50975 18.27986 16.72434
C 17.12343 23.15904 20.61147
C 19.45697 15.53722 18.71349
C 8.23897 15.62842 19.32633
C 10.93846 20.03690 11.85428
H 17.35390 19.58752 22.21564
H 21.20481 25.03526 20.93882
H 16.11996 15.83584 23.81618
H 11.93245 21.71378 12.94195
H 20.73305 12.81026 16.93779
H 14.58920 23.50740 21.16619
H 13.63641 22.79894 14.68843
H 22.14947 27.33404 20.77037
C 20.02156 22.50278 20.97211
H 16.21338 22.41462 14.87074
C 14.22630 20.60612 14.73968
H 15.33239 13.80964 17.30503
H 18.74398 19.19549 23.26440
P 19.34477 13.81254 19.47492
C 19.37053 14.20526 21.32778
O 13.45496 16.13046 18.78489
H 19.60372 15.53368 17.63342
C 14.64323 22.95204 20.22983
O 8.79039 17.24966 21.93501
H 13.98466 17.39448 15.55066
H 18.64372 21.77020 22.56260
C 22.25950 17.00332 18.05375
H 16.84903 13.41602 19.03470
H 11.37773 15.40756 20.83210
C 11.71727 19.34828 16.78380
C 11.38527 21.24604 22.82534
H 16.07530 22.93052 18.56392
C 20.51749 28.18792 19.58299
H 18.00894 21.15348 18.50216
H 18.75248 25.97960 19.52051
H 9.85727 20.03840 8.69398
H 20.65538 23.13332 21.59564
C 12.97562 11.59190 18.92548
H 21.60589 13.24352 19.83807
C 11.42068 20.00990 15.41624
C 10.45507 14.92940 18.42029
H 8.40450 16.69120 19.14960
C 17.99528 12.65648 17.38090
H 11.71220 20.83466 19.42941
H 10.32923 19.86966 19.95501
C 20.87077 12.79884 19.16730
H 10.00863 18.93740 17.94006
H 18.71803 25.52048 21.22572
H 17.74859 12.03546 19.52107
H 16.38496 11.28714 16.91281
H 21.18605 15.76040 19.94535
C 21.10149 17.66850 18.82950
C 9.75536 16.25420 21.98582
H 23.16061 11.79706 18.57079
H 17.86337 15.78392 21.47060
S 13.53018 12.33720 20.59157
H 23.22105 11.94566 16.85784
F 13.78849 10.53108 18.65641
H 13.68825 14.10546 14.09507
H 14.49835 18.77624 21.38131
H 8.60076 13.45556 20.89961
H 12.34330 18.72793 21.99503
H 19.46228 27.98480 19.40029
P 18.78096 23.50014 20.05607
H 10.71373 20.93970 25.18778
C 18.38804 19.24363 22.23528
H 20.29329 19.65170 21.28178
O 13.11035 11.42024 21.68006
H 11.25608 14.24036 18.68809
N 9.58774 14.96338 19.71131
H 15.39172 15.72430 14.25561
H 18.47068 15.99720 18.77469
C 15.47898 22.60450 15.65348
H 19.95071 21.35622 16.22546
H 18.12094 19.48556 15.44082
H 16.60309 14.73834 25.11568
H 10.00258 20.57809 17.45234
C 18.90567 23.07152 18.25879
C 12.94233 18.12623 13.68511
C 10.59200 20.78748 10.52861
H 17.71004 19.48444 17.03794
H 8.79828 17.80508 22.71797
H 14.99701 24.74676 15.25217
C 16.76864 12.25246 16.58263
H 18.34468 13.52794 16.82721
O 12.66273 13.48992 20.80425
F 14.49779 15.81140 21.03564
H 12.71434 19.48830 17.20136
H 21.03146 28.02766 18.63523
H 18.77763 20.07584 20.42734
H 11.26393 21.07466 15.58889
H 14.04991 21.70048 22.74250
H 20.66138 11.77156 19.46552
H 18.56219 16.01186 23.64780
H 15.86993 24.46148 19.35119
C 15.94124 23.39084 19.54281
C 10.39165 15.83606 20.65279
C 18.11056 15.03184 23.49394
H 19.90972 16.90508 20.38987
H 12.36169 20.99728 26.08194
C 20.40161 16.40802 19.55376
H 20.72471 22.07756 20.25597
N 14.94588 17.97156 20.03461
H 11.94412 18.98710 24.54346
H 9.86598 14.58102 17.57193
C 19.20428 25.32888 20.26919
H 22.61324 9.73572 18.06061
H 10.03198 20.08692 12.45752
F 13.04353 12.49204 17.94931
C 18.12466 14.83862 21.94627
H 7.74035 15.47158 20.28282

Here is a cluster of 14 separate species, C59H159N15O17 in total from the Open Molecules 2025 dataset. Energies are from ωB97M-V with the def2-TZVPD basis set.

Calculated values
**E_LUMO**: 0.45 eV
**Maximum force**: 4.2 eV/A
**Kohn-Sham gap**: 8.54 eV
**E**: -120907.766 eV

Geometry (Å):
H 4.51681 -0.22301 -4.79439
H -3.63290 -1.21085 -0.94980
H -3.00495 3.65851 5.63531
H -0.14599 -4.65804 -2.16029
N 4.98259 5.08515 0.94852
H 7.32399 3.57266 0.69391
H -1.15698 4.78193 2.21255
C 1.90165 5.36198 3.56102
C 5.80166 -1.12989 2.69357
H -3.13253 -0.04450 0.23971
H 0.96158 -5.22772 5.57961
H -0.65224 -1.50729 -3.43601
H 1.17436 -1.90640 7.35473
H -6.50112 -7.71919 -1.42227
N 1.27552 0.04632 7.50894
H 2.81925 4.33315 -7.23305
H -1.03260 -0.62704 3.53706
C -1.11666 6.42425 -2.49956
C -5.03547 -7.36098 0.22925
H 2.91249 -2.00254 5.31917
H 0.15446 0.40022 5.78500
H -4.71776 5.41036 3.59773
H -5.34513 -4.80713 4.14714
H -4.33119 -6.70977 -1.52899
H 2.97605 -3.80855 5.62184
H 2.64859 2.37816 2.31555
H -2.37855 -5.15816 -1.91120
O -4.96288 1.84400 -0.48810
H 0.26354 -3.48701 -8.87246
H 0.13035 2.79873 5.96435
H 5.67602 -0.27375 0.63585
H 2.31637 -5.75877 -3.37636
H 1.66188 2.15820 -6.13898
H -2.34261 6.25889 -0.44210
H -4.64329 2.88740 -4.67486
H -4.00509 -3.90791 3.32221
O 0.21695 6.17187 5.87259
C -3.52666 2.70876 5.51745
O 1.40548 -0.60734 -1.85359
H 5.32664 -3.06983 2.16125
O -1.63836 0.28665 -3.62307
H 4.19992 4.82867 -6.21492
H -4.64901 5.00402 0.99587
H 1.73065 -0.39662 -3.69506
N -4.41311 -6.36364 -0.58369
C -5.55551 2.83950 -1.29750
H 3.20352 0.76915 2.92068
H 0.29165 3.94861 4.07047
H -4.10083 -2.37984 1.57127
H 1.83228 0.83914 0.78319
H 4.55047 -6.13919 -2.38577
H 0.50276 -2.19925 5.19480
N -1.37071 2.92562 -4.46283
H 0.48202 -7.19356 -8.75507
H 7.12693 -0.02339 1.40698
H -4.79344 3.12198 -2.02382
H 2.20902 0.31101 7.78936
C 2.86100 1.76745 3.19305
C -2.40714 -4.86749 -0.86106
N 6.94329 -1.45739 3.58374
H -1.17062 2.57107 -5.38715
H -3.61530 1.03258 -1.86845
H 1.46130 -1.20295 -7.88983
H -1.90178 7.11083 -2.81625
H 0.66974 -3.68167 -0.88622
H -3.52293 6.62826 3.91686
H 4.74163 -5.10171 -5.10933
N 2.09338 0.23657 0.01584
H 7.35129 -0.56201 3.81163
C -4.88974 -1.62822 1.54322
H -3.55954 3.02954 -6.05229
O 5.09605 -4.21122 -2.63838
N -2.71421 5.41255 -0.84921
C -3.09707 -5.99717 -0.07116
C 2.67421 1.92497 -5.80902
C 0.48711 2.25492 6.83904
C 2.87294 -3.12539 1.37775
H -1.89560 -1.43223 -4.69765
H 6.69962 -1.67959 0.74846
O -1.09815 -4.76774 -0.33233
H -0.01890 -3.04596 7.45455
C 0.29120 -4.45391 5.20557
C -4.47187 0.72692 -1.26765
H 6.60077 -1.69943 4.50254
H 5.92827 2.42761 1.25422
N -5.11451 -1.07722 0.24139
H 2.66438 -3.82501 2.18716
H -0.75547 -4.20829 2.08693
C 4.04395 0.52727 -4.16068
H 2.50734 -3.33103 4.21273
H 2.44658 -3.42513 -2.81773
C -2.80280 4.29326 0.06643
O 3.28920 3.17792 -5.51672
C -0.74233 6.91889 6.65015
C -3.99574 -0.39293 -0.32734
H 6.65939 2.36903 -0.31243
C -0.64376 -3.79215 3.08816
H 5.86853 5.49731 1.20412
H -3.88750 3.66189 1.73014
H 1.85635 -6.35328 -9.40127
H 2.20681 6.29007 3.07767
N 2.63330 -3.80936 -3.73293
H 3.10273 -5.64328 -5.70845
H -2.18913 1.70329 1.83497
H -0.62901 -4.78262 5.68856
H 3.56648 -4.92309 -1.51007
H -0.37566 2.07304 7.47987
H -0.22305 7.53140 7.38722
H 0.16279 -5.75555 -9.73282
C -4.02292 6.09353 3.10929
H 0.80914 0.26808 -4.81480
C -1.51862 1.25211 2.56638
H -1.37901 6.20128 7.16762
C 4.75836 -2.25773 2.61473
H 2.98477 -0.23301 -0.05505
N -0.06259 0.50787 -0.52726
C -6.41846 -7.58788 -0.34337
H -5.80200 -0.36226 0.43186
C 4.05701 3.21692 -0.43502
C 1.81051 3.88629 -1.10180
H 5.34121 -0.26721 3.17509
C 5.78649 -3.89971 -1.43697
C 3.14727 -5.11333 -3.66117
H 3.40726 -3.61273 0.56222
H -0.02657 2.63796 2.23470
H 2.03043 -3.84393 -8.87410
H -5.82265 3.69665 -0.67942
H -5.24750 -7.05501 1.25371
H -2.91085 -3.90900 -0.73592
C 2.69553 1.12007 -4.54813
C 0.41063 4.96202 3.68712
C 0.84956 -6.20025 -9.01262
C 4.07373 -5.16077 -2.44511
H 3.36096 -3.17089 -4.02097
H 6.73160 -3.39480 -1.63680
H -1.09517 -0.84234 1.80105
H -0.74091 0.58561 -1.27153
H 1.85777 -2.85200 1.09002
H -2.20345 0.60985 -5.46546
C 2.40625 -2.96410 5.23412
H -2.56465 -0.59334 2.78208
N 1.95899 -1.69332 -7.16049
C -1.53050 -0.28430 2.63002
C -0.40012 5.91108 4.55939
N 1.76411 0.00110 -4.62285
C 1.13592 0.07920 -0.84650
H -0.60306 -1.77576 -6.53101
H 0.36653 1.46327 3.06145
H -1.45490 1.42609 4.78580
H -0.46080 6.33227 -3.36529
C 0.95229 -3.04333 5.71782
H 4.60231 -2.66604 3.61325
H 4.43872 3.49151 -7.26077
N 0.93984 -2.87439 7.18716
H -3.25634 -5.62173 0.93967
H 3.16597 1.48608 -6.67715
H -3.64320 0.55676 -4.49138
H 5.79027 4.47410 -0.87201
C 1.10245 -3.88852 -8.30403
O -5.85320 -3.08129 3.25965
H 0.61888 8.72881 -0.98619
H -3.45532 2.12589 6.43575
O -3.33974 2.02135 4.23238
C 0.07389 8.27957 -1.81642
C -2.60557 0.89057 -4.49202
H -1.40491 5.49099 4.60434
H 3.82353 2.12453 3.55929
H -8.38682 -9.03276 -1.46279
C 5.33060 4.03063 0.01124
N -0.16481 1.63757 2.22039
H 0.61911 0.34098 8.21774
C -6.13144 -2.46024 2.01946
H -0.61894 2.59647 -3.87411
C 3.67512 3.98167 -6.65682
H 3.95218 0.07328 -3.17399
C -1.85413 5.14106 -2.05257
H 1.59279 2.95869 -1.63119
H -8.46788 -10.19925 -0.15014
H 1.96244 -1.24159 -6.25715
H -6.92907 -6.65832 -0.09178
O 3.68656 -1.98600 1.79969
H 2.27439 5.53428 4.57071
H 4.10174 -6.66911 -4.76537
H -2.35932 -1.49121 -2.97927
H -0.77417 8.92843 -2.03524
C -5.04034 -4.24418 3.26493
H 0.73049 8.31417 -2.68578
O 1.82707 1.71953 4.11098
H -1.01003 -3.43483 -6.67128
H -8.94349 -8.49592 0.11395
H -3.17577 3.45432 -0.52108
O -0.40325 6.96948 -1.42946
H -4.57051 6.82589 2.51609
H 3.74752 2.59883 0.40777
H -0.33316 0.75596 0.41367
C 1.24916 -3.01541 -7.01087
H 5.99953 -4.81147 -0.87894
H -5.25202 -4.91392 2.43142
C 2.16522 1.01560 5.36834
H -1.60429 2.93896 3.88668
C -1.63175 -1.10366 -3.69240
C -2.66292 2.36578 -4.18744
H -2.39835 4.77045 -2.92122
N -0.16052 4.68796 2.34797
H 2.99305 1.61708 5.74385
C -3.63913 3.18543 -4.97643
H 1.89415 -3.50635 -6.28213
C -1.94543 1.90501 3.93839
H 4.46118 2.51337 -1.16287
O -6.96986 -8.81822 0.11872
H -4.55185 3.06324 5.41051
C 6.38682 3.05483 0.48974
H -1.65422 -3.66922 3.47798
H 5.14980 -3.33982 -0.75194
H -0.74354 -3.14270 -1.58592
H -0.20802 -2.83035 2.81765
H 4.73397 1.36979 -4.11450
H -4.49040 -8.30362 0.17998
H 2.49829 4.56623 3.11503
H 1.19198 2.86969 7.39879
H 4.43119 5.79061 0.48120
H -2.45266 -6.86193 0.08700
C 6.36758 -0.79743 1.29585
H -3.54253 4.26211 -4.83664
H -2.90753 2.60681 -3.15295
H -1.82676 4.04381 0.48262
H 2.66965 0.06539 5.19298
H 1.40923 3.76827 -0.09525
O 0.82349 -5.24497 -7.88779
H -1.16018 4.34249 -1.79023
C -8.24161 -9.16033 -0.39006
H -6.49625 -3.13563 1.24560
H 1.24662 4.77201 -1.39443
H -6.90157 -1.69013 2.06343
O -3.02222 5.50922 2.24563
H -5.25927 0.42749 -1.95934
C 3.81272 -5.62457 -4.88162
H -4.59706 -0.89214 2.29198
H 0.29159 5.45232 1.86689
C -0.19046 -2.77445 -6.38791
O 3.19840 4.14320 -1.04502
C -0.28044 -4.07111 -1.25170
H -0.55781 6.87705 4.07966
H -0.11154 -2.93714 -5.31302
C -3.66377 4.61872 1.25842
H 2.42314 1.80499 -3.74515
H -1.28823 7.64786 6.05123
H -6.47532 2.55252 -1.80710
C 0.96023 0.85747 6.35924
O 0.31651 -4.62820 3.75355